Formula: C20H58N2O14
Source: the OMol25 dataset
Level of theory: ωB97M-V/def2-TZVPD

Output
largest force on an atom: 2.7 eV/A
net charge: 0
energy relative to the best compared isomer or geometry (same formula, charge and spin): 118.5 kJ/mol
molecular weight: 550.684 g mol⁻¹
total energy: -53320.933 eV
structure (SMILES): COC[C@H](C)N.COC[C@H](C)N.OCCO.OCCO.OCCO.OCCO.OCCO.OCCO

Geometry (Å):
O 2.4035 -2.0338 0.1391
O 0.9463 -1.5709 2.6143
O -2.8413 -4.3047 -0.0702
O 3.3391 -2.8457 -2.2723
O -1.3916 -2.6910 -2.0342
O -5.3188 3.0014 3.3560
O 2.3583 -0.2909 -4.6804
O -5.7178 0.4001 3.8381
O -0.9917 -1.6439 -4.6031
O 4.4076 0.5226 1.8205
O -0.2486 -1.4923 0.1193
O -2.4130 0.8409 0.5935
O -1.2194 4.5276 -3.0745
O -3.1200 -1.8686 1.3071
N -3.5472 1.7505 -2.0863
N 7.0181 -0.3861 1.6355
C -4.5202 2.0778 2.6890
C -3.7640 4.0845 -1.4131
C -4.3636 0.8093 3.4914
C -2.2905 -1.6249 -2.5759
C 2.9312 -2.4147 1.4070
C -1.0202 0.7455 0.9933
C -3.9621 -2.9959 1.5928
C 3.2063 1.1825 1.6988
C 2.5238 -1.8875 -2.8745
C 6.3966 0.0775 2.9265
C -1.5265 -0.7622 -3.5463
C 3.2886 -1.0570 -3.8954
C -0.1117 -0.0514 0.0599
C -1.7014 3.2578 -2.6318
C 5.4027 1.1308 2.5367
C 0.1521 4.7321 -2.9278
C -3.2174 3.1337 -2.4535
C 7.5791 0.5419 3.6973
C -4.0983 -3.8466 0.3479
C 1.8809 -2.6543 2.4763
H -4.8431 4.0513 -1.5333
H 0.5236 4.6799 -1.9077
H 2.5321 0.4389 1.1759
H -1.4381 -1.3807 -5.4144
H -1.4175 2.4426 -3.2674
H 2.0623 -1.1437 -2.2100
H 3.0560 -2.7718 -1.3475
H -3.5082 -3.6226 2.4101
H 2.4016 -2.7952 3.4167
H 1.6927 -2.3635 -3.4617
H -4.6318 -3.2818 -0.4363
H -2.3789 -3.8737 -0.8208
H 6.3013 -0.6339 0.9443
H -2.7343 -0.0129 0.8647
H -3.0505 -2.0878 -3.1685
H -4.6550 -4.7511 0.6249
H -0.7945 -1.8226 -0.6286
H 0.1549 -1.8714 2.0961
H 7.2872 0.9952 4.6692
H 3.5388 -3.3351 1.3554
H -3.6263 3.3298 -3.4135
H -2.1570 -0.0116 -4.0159
H 2.7834 1.4304 2.6411
H -3.7520 1.0685 4.3758
H 2.8902 0.3281 -5.2371
H 1.2698 -3.5526 2.2022
H -6.0859 2.4858 3.6032
H -4.7920 1.8466 1.6205
H 3.5988 -1.5876 1.7089
H 5.0277 1.6897 3.4088
H -2.7134 -1.1302 -1.7040
H 0.7285 4.1078 -3.5970
H -1.2801 3.0514 -1.6310
H 0.9365 0.0988 0.2418
H -0.6592 -2.9078 -2.6359
H -3.5196 5.1227 -1.7786
H 3.2715 2.0977 1.1602
H 5.8839 -0.7814 3.4650
H -0.2575 0.3404 -0.9483
H 4.0748 -1.6320 -4.4974
H -3.2778 1.7090 -1.0624
H -4.5329 1.7057 -2.1569
H -3.8363 -0.0535 2.9473
H -0.8018 -0.1334 -3.0531
H 8.2309 -0.2925 3.9090
H 8.1038 1.2375 2.9936
H 7.5661 -1.2443 1.7810
H -3.5058 3.9219 -0.3655
H -4.8735 -2.4886 1.9262
H 5.9889 1.9307 1.9299
H 3.9131 -0.3909 -3.2791
H -0.6265 1.7703 1.0336
H 0.4141 5.7042 -3.4212
H -2.2761 -2.2663 1.0355
H 1.4042 -2.1007 0.1788
H -5.6856 -0.3504 4.4666
H -0.8644 0.2535 1.9426
H -3.5101 2.4391 2.6632

Force components x, y, z for each atom (eV/Å):
-1.221 -0.636 0.380
-0.669 -0.700 -0.570
1.178 -0.278 -0.144
-0.216 0.396 0.307
-0.706 0.819 0.047
-0.104 0.174 -0.243
1.124 0.202 -0.413
0.734 -0.634 0.515
-0.272 0.974 1.266
0.216 -0.951 -0.539
-1.019 0.479 -0.075
1.912 -0.013 0.386
-1.318 -0.433 0.146
0.746 -0.487 -0.037
2.032 0.333 1.184
-0.622 -0.775 -0.038
0.996 -1.031 -1.100
-0.481 1.973 -1.628
-0.175 -1.459 0.013
1.375 -0.882 -0.172
0.548 0.593 0.390
0.453 0.123 -0.640
0.493 0.511 0.509
-1.317 -1.441 -0.983
-1.127 0.067 -2.335
0.226 -2.090 -1.096
-0.219 -0.116 -1.011
1.625 0.289 0.087
-0.372 0.067 -0.909
0.318 0.115 1.415
1.669 2.143 0.265
0.604 1.072 -1.509
1.099 0.145 0.827
0.106 1.452 0.470
-0.566 0.038 -0.170
-0.917 -0.231 -0.795
-0.352 -0.086 0.447
-0.071 -0.015 0.194
0.656 1.127 0.590
0.198 -0.117 0.054
0.560 -0.375 -0.731
0.140 -0.437 0.342
0.388 -0.280 0.399
-0.468 0.630 -0.568
-0.066 -0.195 0.248
0.330 0.124 0.510
0.137 -0.254 0.190
-0.871 0.167 0.413
0.201 0.140 0.425
-1.041 -0.804 0.054
-0.715 -0.610 -0.022
-0.232 0.237 -0.236
0.369 -0.072 0.034
1.037 0.782 0.672
0.344 0.009 -0.599
-0.161 0.206 -0.275
-0.758 0.382 -0.893
-0.550 -0.141 0.131
-0.492 0.059 1.208
-0.508 -0.289 -0.015
-0.716 -0.787 0.717
0.738 0.315 0.405
-0.568 0.033 0.344
-0.256 0.364 0.921
-0.211 -0.430 0.058
-0.178 -0.317 0.079
0.084 0.254 -0.130
0.225 -1.089 0.146
0.200 -0.028 -0.104
0.278 0.446 0.568
-0.485 0.268 -0.213
0.053 -0.746 0.879
0.203 0.852 -0.893
0.230 0.964 -0.509
-0.222 -0.398 -0.310
-1.510 0.294 0.456
-0.646 -0.568 -1.462
-1.172 -0.384 0.205
-0.664 1.403 0.489
1.025 -0.355 0.027
0.270 -0.225 0.036
-0.154 -0.279 1.072
-0.298 0.544 0.043
0.314 -0.132 -0.237
-0.213 -0.756 -0.037
-0.911 -1.112 0.547
-0.034 0.203 -0.233
-0.102 -0.253 0.092
-0.605 -0.279 1.023
-0.006 0.307 -0.014
1.132 0.243 -0.200
0.026 0.742 -0.555
-0.549 0.200 0.780
0.511 0.706 -0.363


Formula: C20H58O20P5S
Source: the OMol25 dataset
Level of theory: ωB97M-V/def2-TZVPD

Output
largest force on an atom: 8.8 eV/A
net charge: +1
energy relative to the best compared isomer or geometry (same formula, charge and spin): 0.0 kJ/mol
molecular weight: 805.601 g mol⁻¹
total energy: -119893.833 eV

Geometry (Å):
S -0.3148 3.0216 -4.0471
P 4.2249 6.7689 -1.2161
P 0.4212 -5.9985 4.3392
P 0.6092 3.0631 3.6035
P 0.7212 -2.0340 -0.0363
P -4.0228 -1.9221 -2.2886
O 0.3581 -3.2815 -1.0570
O 2.0794 -6.3778 4.3657
O 0.2922 -6.5147 5.8861
O -3.5146 -3.5190 -2.1417
O -0.2211 -1.0212 -0.6494
O -4.3608 -0.2502 -2.4032
O -1.2443 -5.8469 4.2305
O 1.5093 -0.8999 0.9221
O -4.5784 -2.1452 -3.6731
O 4.0443 8.2652 -0.4421
O 1.2522 2.6742 5.0796
O -0.1000 4.3302 3.9477
O -5.1500 -2.1059 -1.1253
O 0.0987 -2.8016 1.2486
O 4.5560 5.2128 -1.7667
O 4.1434 7.3748 -2.5862
O 0.6863 -4.5147 4.2533
O 2.0818 3.2885 2.9347
O -0.0718 2.8613 2.0713
O 2.7658 6.2922 -0.6395
C -0.7690 -2.0989 2.1278
C -3.6643 0.6067 -1.4797
C -6.4918 -1.7007 -1.3968
C 2.2442 4.3985 2.0688
C -0.3981 -0.9217 -6.6197
C 3.5745 4.5071 -2.4920
C -0.8466 -0.2365 -7.9406
C 1.6159 7.0634 -0.9747
C 0.0139 1.5647 1.4607
C -4.5048 -4.5398 -2.0989
C -0.9623 -3.7948 -0.9307
C -1.2541 0.4689 -4.5462
C -1.9169 -5.2052 5.3048
C 2.8074 -1.2761 1.4407
C 4.4486 8.3398 0.9413
C -1.4727 -0.7325 -5.5193
C 1.1028 -5.9022 6.8855
C 2.2689 3.5257 5.5950
C 2.4372 -7.7424 4.0708
C -0.0590 1.3859 -4.8881
H -1.2285 -1.2372 1.6405
H -2.8862 -4.8802 4.9271
H -1.5039 -1.6647 -4.9412
H 2.1190 -8.0110 3.0630
H 3.8677 7.6425 1.5513
H -0.3832 -1.9954 -6.8518
H 1.9703 -6.5290 7.0943
H -1.6795 -2.9942 -0.7879
H 0.8303 0.9653 -4.4041
H -0.4637 1.6150 0.4842
H 2.8629 4.0230 -1.8157
H -2.0839 -5.9029 6.1244
H -1.8530 -0.6226 -8.1503
H -0.8775 2.7543 -2.8382
H 2.0374 4.5754 5.4141
H 1.3596 7.7255 -0.1477
H 0.7862 6.3740 -1.1397
H 0.5059 -5.8159 7.7927
H -1.5535 -2.7792 2.4548
H 2.7264 -2.1660 2.0693
H 1.4957 5.1719 2.2480
H -7.1587 -2.4225 -0.9277
H 3.1862 -0.4501 2.0392
H 2.1801 4.0650 1.0316
H 0.1100 1.5455 -5.9544
H 3.5196 -7.8293 4.1302
H 1.7720 7.6550 -1.8781
H 1.0531 1.2660 1.3323
H 4.0953 3.7294 -3.0515
H -3.9063 0.3418 -0.4474
H 0.6257 -0.6656 -6.3187
H 3.2333 4.8248 2.2378
H 0.9022 3.5949 -3.8290
H -0.8989 0.8568 -7.8789
H -4.9156 -4.6324 -1.0937
H 3.2360 3.2733 5.1608
H -0.5079 0.8266 2.0681
H -2.5835 0.5343 -1.6303
H -5.3038 -4.3489 -2.8148
H -1.0278 -4.5070 -0.1083
H 4.2686 9.3530 1.2918
H 2.3171 3.3518 6.6688
H -0.2124 -0.5832 -8.7643
H 1.4368 -4.9083 6.5849
H -3.9796 1.6331 -1.6643
H -0.2059 -1.7711 3.0025
H -1.1942 -4.3167 -1.8555
H -6.6983 -1.6703 -2.4672
H 5.5113 8.1187 1.0396
H 1.9843 -8.4249 4.7947
H -4.0100 -5.4761 -2.3558
H -1.2015 0.0654 -3.5257
H -1.3614 -4.3362 5.6584
H -2.1608 1.0987 -4.5723
H 3.0472 5.1572 -3.1971
H 3.5029 -1.4653 0.6228
H -2.4662 -0.6437 -5.9713
H -6.6767 -0.7178 -0.9628

Force components x, y, z for each atom (eV/Å):
-0.858 0.449 -1.343
-6.195 1.365 -5.474
0.566 6.368 6.044
2.037 6.880 -0.291
-7.690 2.128 1.588
-7.619 -2.654 -3.425
3.714 0.241 -0.084
-1.309 -2.187 -2.620
-0.732 -0.452 -0.321
2.627 1.585 1.051
0.963 0.148 -0.276
3.411 0.141 1.430
0.584 -2.392 -2.569
2.591 -2.028 -1.790
1.089 0.584 -0.259
2.844 -1.570 1.699
-1.782 -2.722 -1.277
-0.341 -0.996 -0.092
0.926 -0.421 0.414
0.422 -0.463 -0.705
2.374 0.306 2.358
0.925 0.078 0.402
0.224 -0.599 -1.176
0.220 -0.443 0.749
-0.571 -2.625 1.870
0.430 -0.958 0.129
0.157 0.295 0.643
-0.211 0.177 0.055
-0.276 0.498 0.113
0.033 0.080 -0.618
-1.004 -0.141 -0.728
-0.494 -0.196 0.261
0.163 -0.746 0.440
-0.149 0.410 0.302
0.119 0.085 -0.162
-0.599 -0.141 0.533
-0.431 -0.706 0.383
-1.029 0.392 -0.212
-0.191 -0.193 0.723
0.119 -0.062 0.386
-0.189 0.123 0.188
0.712 -0.158 0.112
0.454 -0.216 0.164
0.715 0.255 -0.020
0.161 -0.104 0.205
0.593 -1.203 1.523
0.077 -0.058 -0.150
0.090 -0.101 -0.247
-0.038 0.393 0.139
0.116 -0.066 0.004
0.000 0.019 -0.002
0.180 0.227 0.152
0.027 0.070 0.027
0.167 0.062 0.086
0.021 0.185 -0.448
-0.002 0.021 0.038
-0.037 0.073 0.000
0.029 0.066 0.013
0.167 0.303 -0.056
0.871 -0.199 -0.048
-0.120 -0.070 -0.081
-0.055 0.031 -0.062
0.085 -0.101 0.092
-0.108 -0.094 -0.078
0.138 -0.157 -0.067
-0.028 0.031 0.007
-0.065 -0.097 0.057
0.158 -0.065 0.081
-0.130 0.043 -0.036
0.006 0.120 -0.033
-0.195 0.426 0.230
-0.017 0.113 0.033
0.156 -0.017 0.032
-0.027 0.027 -0.022
0.193 0.097 0.066
0.056 0.046 0.015
-0.227 0.066 0.055
0.032 -0.126 0.067
-0.279 -0.585 0.555
0.112 -0.162 -0.163
-0.046 0.010 -0.043
-0.057 0.048 -0.038
-0.010 -0.080 -0.142
0.005 0.037 0.131
0.088 0.149 -0.030
0.004 0.100 0.028
-0.046 0.006 -0.119
-0.228 -0.140 -0.049
-0.023 0.489 0.082
-0.037 -0.046 -0.147
-0.123 -0.059 -0.037
-0.087 -0.003 0.034
0.251 0.161 -0.108
0.174 -0.006 -0.016
-0.008 0.101 0.074
0.009 0.002 -0.014
0.226 0.162 -0.046
0.431 0.415 -0.136
0.126 -0.065 -0.099
0.103 -0.267 0.003
0.106 0.178 0.090
0.055 0.074 0.061
0.267 0.002 -0.001
-0.040 -0.008 -0.052


Q: What is the total energy in the first record?
A: -53320.933 eV